# 1
The following is a DFT calculation (ωB97M-V/def2-TZVPD) of 3 unconnected molecules or ions with the total composition C3H14N2O2.

Output
⟨S²⟩ = 0.7504
Largest force on an atom = 6.27 eV/Å
HOMO level (alpha / beta) = 0.774 / -5.640 eV

ORCA input file:
```
! wB97M-V def2-TZVPD RIJCOSX def2/J DEFGRID3
* xyz -1 2
N 0.28989 1.17192 2.32314
C -0.04201 1.11784 0.87152
C 1.11579 0.37058 0.12329
N 0.44665 -0.93397 -0.40057
C 1.29771 -2.08807 -0.82205
H -0.54844 1.07395 2.89350
H 0.55615 2.08848 2.59314
H -0.96682 0.55534 0.60157
H -0.14416 2.15785 0.41701
H 1.60215 0.95797 -0.65806
H 1.89034 0.02970 0.86299
H -0.05505 -0.70886 -1.12887
H 2.22531 -1.79278 -1.28374
H 1.49750 -2.52051 0.20794
H 0.62128 -2.87188 -1.29432
H -2.37174 -1.01590 0.84072
H -2.05574 -1.95732 -0.29933
O -2.74934 -1.71829 0.39962
H -0.19161 2.12325 -2.94466
H -0.59578 2.22243 -1.47996
O 0.14332 1.91710 -2.12743
*
```

***

# 2
The following is a DFT calculation (ωB97M-V/def2-TZVPD) of a molecular structure, C40H54F3N4O4PSTi.

Output
Largest force on an atom = 2.92 eV/Å
HOMO level = -13.877 eV

ORCA input file:
```
! wB97M-V def2-TZVPD RIJCOSX def2/J DEFGRID3
* xyz 2 1
Ti -0.38614 -1.28627 -1.13922
C -0.64296 -6.41499 0.73792
C -1.34545 -5.47339 -0.24927
C -2.27399 -4.47256 0.44215
C -3.49124 -4.98215 0.87946
C -4.36875 -4.18338 1.56787
C -4.16052 -2.83260 1.67672
C -2.97498 -2.26945 1.21168
C -2.75564 -0.82843 1.56819
C -2.47565 -0.64245 3.04486
C -2.00727 -3.11129 0.69839
N -0.74199 -2.52517 0.44648
C 0.32159 -3.05091 1.01059
C 1.52992 -2.76769 0.37946
C 2.84030 -3.12749 0.63803
C 3.61680 -2.65022 -0.45145
C 2.74220 -2.08429 -1.34638
N 1.42855 -2.15056 -0.84485
H -0.26129 -7.27753 0.26870
H -1.30943 -6.75331 1.54916
H 0.21265 -5.95049 1.21474
H -2.00020 -5.97606 -1.01838
H -0.61181 -4.93994 -0.90378
H -3.68707 -6.07416 0.70225
H -5.29475 -4.63615 1.97084
H -4.88379 -2.20015 2.16119
H -3.64903 -0.22181 1.25433
H -1.92030 -0.36018 1.03597
H -3.32940 -0.90843 3.62781
H -2.25346 0.46145 3.34256
H -1.66614 -1.31959 3.26418
H 0.24458 -3.67224 1.94251
H 3.17557 -3.72719 1.45504
H 4.70014 -2.77088 -0.57777
H 2.94258 -1.52912 -2.26555
O -0.00548 0.37092 -0.54238
P 0.42880 1.80559 0.01547
C 1.94108 2.33070 -0.84211
C 2.71190 3.51487 -0.19262
C 4.11365 3.12939 0.35407
C 4.98272 2.53391 -0.81316
C 4.18635 1.50165 -1.69099
C 2.82969 1.08436 -1.04952
C -0.97351 2.93399 -0.42501
C -2.20219 2.74728 0.47583
C -2.26189 3.73952 1.62826
C -2.05406 5.19219 1.13950
C -0.68349 5.37196 0.41142
C -0.59979 4.40994 -0.78288
C 0.49407 1.48433 1.87762
C 1.20210 2.57671 2.72789
C 0.68087 2.51753 4.18654
C 0.75405 1.05361 4.70911
C 1.55012 0.11238 3.75808
C 1.01122 0.07338 2.31034
H 1.63393 2.64654 -1.81473
H 2.10661 4.02218 0.55616
H 2.88811 4.21925 -1.03165
H 3.92562 2.41411 1.15504
H 4.55022 4.02335 0.85631
H 5.86331 2.02158 -0.41199
H 5.27452 3.42302 -1.33795
H 4.82138 0.62441 -1.83818
H 3.99172 1.90276 -2.68165
H 3.04136 0.56524 -0.10259
H 2.25452 0.38186 -1.71238
H -1.17469 2.51274 -1.40980
H -2.22912 1.74150 0.79903
H -3.03543 2.84608 -0.21220
H -1.55092 3.47664 2.42461
H -3.23765 3.62978 2.10055
H -2.12451 5.87032 1.99400
H -2.79373 5.40126 0.41169
H 0.17550 5.23998 1.08049
H -0.62712 6.39635 0.07014
H 0.35548 4.53276 -1.32094
H -1.42656 4.70378 -1.48578
H -0.57543 1.60027 2.12243
H 0.89445 3.55226 2.29962
H 2.28957 2.43950 2.66120
H -0.37332 2.79133 4.16540
H 1.28778 3.17029 4.77945
H -0.26486 0.62550 4.84914
H 1.26372 1.06686 5.68787
H 1.52151 -0.88899 4.20260
H 2.58373 0.45024 3.67769
H 0.13710 -0.54473 2.24321
H 1.71732 -0.31839 1.57433
N 1.61006 0.17892 -8.23388
C 1.36900 -0.01754 -7.14471
C 1.09676 -0.33805 -5.74405
C 0.62471 0.67997 -4.87529
C 0.28482 0.33109 -3.58318
N 0.42503 -0.91123 -3.10357
C 0.80108 -1.90469 -3.93005
C 1.15907 -1.62343 -5.25248
H 0.63194 1.68689 -5.21703
H -0.04293 1.09122 -2.93039
H 0.78027 -2.91327 -3.52154
H 1.50471 -2.45994 -5.83714
F -4.25218 -3.22174 -1.54439
C -4.26522 -2.37256 -2.57917
F -5.08485 -1.37821 -2.30109
F -4.56002 -2.95420 -3.69186
S -2.47533 -1.62640 -2.85865
O -2.44132 -1.48634 -4.27224
O -2.24208 -0.47724 -1.95247
O -1.45753 -2.59801 -2.32782
*
```

***

# 3
The following is a DFT calculation (ωB97M-V/def2-TZVPD) of a molecular structure, C9H9EuN7OS7Sb.

Output
⟨S²⟩ = 12.0154
Largest force on an atom = 0.60 eV/Å
HOMO level (alpha / beta) = -1.188 / -1.219 eV

ORCA input file:
```
! wB97M-V def2-TZVPD RIJCOSX def2/J DEFGRID3
* xyz -2 7
Eu -1.15983 -0.51839 -1.26525
S -1.30252 -2.26973 -3.46083
Sb -2.41657 -0.30506 -4.25106
S -3.70125 0.03729 -2.22902
S -0.64898 1.21407 -3.64172
O -0.43296 -4.85672 4.85876
C -0.56294 -4.18484 3.85128
S 0.32560 -4.44931 2.35887
C -0.36037 -3.12257 1.41675
C -1.29286 -2.37713 2.03618
S -2.17726 -1.00211 1.39990
S -1.68532 -2.84434 3.69337
S 0.22161 -2.92412 -0.22850
N -1.55842 4.08399 -1.13735
C -2.14024 2.89366 -1.30852
N -1.47313 1.99744 -0.61946
C -0.44828 2.69279 -0.08352
N -0.43646 3.97645 -0.37030
C 0.55839 1.97845 0.71938
C 1.39626 2.61339 1.62107
N 2.24674 1.93174 2.38479
C 2.22228 0.60935 2.23917
C 1.39044 -0.03580 1.33359
N 0.56839 0.65841 0.55573
H -1.77983 4.95258 -1.58817
H -3.00029 2.67197 -1.92373
H 1.36403 3.69128 1.72308
H 2.88991 0.02746 2.86361
H 1.36544 -1.11407 1.21936
N 2.57412 -1.01948 -1.48194
N 1.37269 -0.66524 -2.18368
H 3.21844 -1.46397 -2.13057
H 2.28787 -1.73605 -0.81532
H 1.08708 -1.35623 -2.88129
H 1.48821 0.21482 -2.67464
*
```

***

# 4
The following is a DFT calculation (ωB97M-V/def2-TZVPD) of C5H9NO in the gas phase.

Output
SMILES string = C[C@H]1CC/C1=N\O
Largest force on an atom = 2.58 eV/Å
HOMO level = -9.096 eV

ORCA input file:
```
! wB97M-V def2-TZVPD RIJCOSX def2/J DEFGRID3
* xyz 0 1
C -1.62664 -1.13686 0.04759
C -0.58270 -0.29303 -0.66342
C -0.71137 1.25308 -0.47499
C 0.63688 1.20698 0.27266
C 0.84023 -0.20432 -0.12641
N 1.75598 -1.03520 0.16297
O 2.86346 -0.28744 0.62434
H -2.58242 -1.07264 -0.48653
H -1.80000 -0.78681 1.07370
H -1.31866 -2.18380 0.08583
H -0.49155 -0.57508 -1.71224
H -0.74598 1.78676 -1.43639
H -1.55295 1.62118 0.12244
H 0.48723 0.64216 1.26803
H 1.36909 2.02346 0.26450
H 3.45942 -0.95845 0.97792
*
```

***

# 5
The following is a DFT calculation (ωB97M-V/def2-TZVPD) of 3 unconnected molecules or ions with the total composition C38H42BClO8PSi.

Output
Largest force on an atom = 0.92 eV/Å
HOMO level = -5.451 eV

ORCA input file:
```
! wB97M-V def2-TZVPD RIJCOSX def2/J DEFGRID3
* xyz -1 1
C -0.37614 1.53650 -1.56918
C -0.05062 0.87265 -0.23129
C 1.16866 -0.04742 -0.26890
C 2.43530 0.58643 -0.87797
C 2.77491 0.05271 -2.28277
B 3.83735 -1.17579 -2.34431
Cl 3.31952 -2.50470 -1.08944
C 5.40589 -0.70673 -2.19998
C 6.01868 -0.59708 -0.81610
O 6.36817 -1.89071 -0.30466
Si 6.38330 -1.99903 1.34331
C 6.99247 -3.73255 1.75038
C 4.69006 -1.76033 2.12576
C 7.56646 -0.72060 2.08825
P 3.58044 -2.00941 -4.12337
O 2.22976 -1.83478 -4.70256
O 3.99035 -3.57375 -4.08847
O 4.71782 -1.46570 -5.17462
H -1.37482 1.97466 -1.54863
H -0.30644 0.80033 -2.37041
H 0.32207 2.33920 -1.80567
H -0.92136 0.27940 0.05668
H 0.08602 1.61860 0.55731
H 0.93152 -0.98446 -0.77254
H 1.39975 -0.32709 0.76311
H 2.27926 1.66891 -0.93509
H 3.25575 0.44474 -0.17271
H 3.15326 0.88661 -2.89067
H 1.83379 -0.23353 -2.75812
H 6.08086 -1.35033 -2.77321
H 5.47545 0.28876 -2.65945
H 6.94812 -0.01650 -0.88086
H 5.36471 -0.05803 -0.12059
H 6.43169 -4.09711 2.61175
H 8.04970 -3.71323 2.01070
H 6.81183 -4.40155 0.91174
H 4.34897 -2.69066 2.57725
H 4.73480 -0.99741 2.90627
H 3.93888 -1.43341 1.40644
H 8.31020 -1.24153 2.69261
H 7.00965 -0.08174 2.77510
H 8.05475 -0.10027 1.34092
H 4.79429 -3.71845 -4.58766
H 4.89422 -0.54417 -4.97678
C -0.98340 -1.25178 -4.54949
C -1.76109 -0.25710 -5.13240
C -3.03381 0.00948 -4.65681
C -3.54222 -0.72364 -3.59266
C -2.76814 -1.73821 -3.01410
C -1.48726 -1.99199 -3.49114
C -3.29986 -2.55659 -1.89151
O -2.64364 -3.43267 -1.37063
C -4.68555 -2.26567 -1.40755
C -5.21878 -3.03787 -0.38294
C -6.48961 -2.76979 0.09498
C -7.23260 -1.72444 -0.44417
C -6.70809 -0.95575 -1.46826
C -5.43667 -1.22772 -1.95843
C -4.89601 -0.39867 -3.07748
O -5.55243 0.51576 -3.53599
H 0.02634 -1.44110 -4.90366
H -1.36394 0.31838 -5.95823
H -3.63966 0.78826 -5.09915
H -0.88432 -2.76153 -3.02874
H -4.62873 -3.84413 0.03081
H -6.90369 -3.37395 0.89175
H -8.22341 -1.51183 -0.06415
H -7.27557 -0.14174 -1.89751
C -2.94028 5.78600 6.31897
C -2.86130 4.67486 7.15203
C -2.86251 3.40067 6.61255
C -2.95086 3.23025 5.23671
C -3.04698 4.34426 4.40248
C -3.03361 5.62160 4.94825
C -3.18085 4.18917 2.92319
O -3.26021 5.16240 2.20359
C -3.22182 2.80783 2.37003
C -3.39270 2.63360 1.00281
C -3.42060 1.35838 0.46679
C -3.26995 0.24934 1.29250
C -3.10487 0.41571 2.65626
C -3.08664 1.69273 3.20204
C -2.93391 1.84680 4.67477
O -2.80496 0.88514 5.40255
H -2.93140 6.78188 6.74238
H -2.79659 4.80540 8.22435
H -2.79534 2.52908 7.24860
H -3.09881 6.47679 4.29011
H -3.50255 3.50152 0.36764
H -3.55736 1.22669 -0.59929
H -3.28465 -0.74748 0.86986
H -2.98840 -0.43979 3.30671
*
```

***

# 6
The following is a DFT calculation (ωB97M-V/def2-TZVPD) of C2H4N4 in the gas phase.

Output
SMILES string = Nc1cnn[nH]1
Largest force on an atom = 0.82 eV/Å
HOMO level = -8.870 eV

ORCA input file:
```
! wB97M-V def2-TZVPD RIJCOSX def2/J DEFGRID3
* xyz 0 1
N 0.79687 0.47679 1.30429
C 0.05958 0.02055 0.22880
C -1.15271 -0.58790 0.06650
N -1.40385 -0.68188 -1.28308
N -0.41863 -0.22069 -1.95102
N 0.51233 0.23414 -1.04686
H 1.61966 1.00797 1.05592
H 0.93746 -0.15709 2.07582
H -1.82399 -1.01256 0.79610
H 1.44137 -0.11353 -1.23039
*
```